[1]
Below is a single C12H19N5O3 molecule, with properties calculated with ωB97M-V with the def2-TZVPD basis set.

```
! RIJCOSX wB97M-V def2-TZVPD def2/J DEFGRID3
* xyz 0 1
C 3.5539 1.3457 -2.4596
N 3.3806 -0.0821 -2.2673
C 2.4520 -0.6867 -1.4753
O 2.5965 -1.8770 -1.2408
C 1.2827 0.1044 -0.8219
C 0.4091 0.9564 -1.7936
C -0.3426 2.0808 -1.1248
C -0.0662 3.4133 -1.1071
N -1.0663 4.0695 -0.4165
C -2.0010 3.1420 -0.1012
N -1.5709 1.9215 -0.4993
N 0.4191 -0.6359 0.1199
C -0.3676 -1.6977 -0.2107
O -0.5446 -2.0518 -1.3868
C -1.1404 -2.4145 0.9092
C -0.4914 -3.7295 1.3375
N -1.4100 -1.6270 2.1122
C -2.2311 -0.6027 2.2042
C -2.3863 -0.0073 3.5410
O -2.7968 -0.1107 1.2389
H 4.5778 1.5757 -2.7513
H 2.9764 1.6590 -3.3265
H 3.3062 1.9460 -1.5688
H 4.0687 -0.6937 -2.7127
H 1.8306 0.8207 -0.2164
H 1.0273 1.3495 -2.5900
H -0.2675 0.2770 -2.2996
H 0.7945 3.8872 -1.5810
H -2.8986 3.3349 0.4650
H -2.1620 1.0946 -0.4141
H 0.5217 -0.4182 1.0861
H -2.0676 -2.6381 0.3946
H 0.3145 -3.5382 2.0917
H -0.0707 -4.2850 0.5142
H -1.3048 -4.3469 1.7033
H -1.0249 -1.9387 2.9561
H -1.4132 0.0903 4.0300
H -2.8537 0.9660 3.4988
H -3.0335 -0.6527 4.1625
*
```

Results
- strongest force on any atom (eV Å⁻¹) = 3.10
- molar mass (g mol⁻¹) = 281.32
- structure (SMILES) = CNC(=O)[C@@H](Cc1cnc[nH]1)NC(=O)[C@@H](C)NC(C)=O
- energy relative to the best compared isomer or geometry (same formula, charge and spin) (kJ/mol) = 24.2
- gap between HOMO and LUMO (eV) = 8.832
- LUMO (eV) = 0.4
- HOMO level (eV) = -8.41

Atom charges from the Mulliken analysis, given in e for atoms 1 to 6: number 1, C, carries -0.89; number 2, N, carries -0.15; number 3, C, carries -0.01; number 4, O, carries -0.67; number 5, C, carries -0.34; number 6, C, carries -0.74

[2]
Below is a molecular structure, C12H19N5O3PS3Ti, with properties calculated with ωB97M-V with the def2-TZVPD basis set.

```
! RIJCOSX wB97M-V def2-TZVPD def2/J DEFGRID3
* xyz 1 1
Ti -0.5565 0.9764 0.1200
C -0.5641 -0.3179 4.1973
C -0.1778 0.0965 2.8290
N -0.7770 0.9872 2.1342
N -1.7528 1.8146 2.6455
C -1.5900 2.9926 2.0788
N -2.4859 3.9432 2.3587
S -0.2192 3.3701 1.0333
C 1.0137 -0.4395 2.1243
C 1.8999 -1.3144 2.6980
C 3.0445 -1.6688 1.9922
C 3.2604 -1.1306 0.7409
C 2.3142 -0.2674 0.2193
N 1.2214 0.0802 0.8933
H -1.3652 0.3156 4.5633
H -0.9137 -1.3544 4.1671
H 0.2841 -0.2677 4.8830
H -3.2614 3.7348 2.9649
H -2.3584 4.8777 2.0121
H 1.7030 -1.7155 3.6823
H 3.7562 -2.3603 2.4242
H 4.1403 -1.3731 0.1630
H 2.4243 0.1474 -0.7709
C -0.4328 -4.2808 -2.7115
C -1.2091 -3.0925 -3.2133
O -0.5034 -1.8767 -2.8226
P -1.3479 -0.7610 -2.0171
S -1.3116 -1.3480 -0.0169
S -2.3641 3.1277 -1.9949
O 0.0212 0.3215 -1.7755
C 0.4203 1.1182 -2.9444
C 1.2341 2.3031 -2.4943
H -0.8954 -5.2017 -3.0685
H -0.4143 -4.2998 -1.6217
H 0.5929 -4.2484 -3.0792
H -2.2229 -3.0848 -2.8046
H -1.2878 -3.0820 -4.2984
H -0.4834 1.4205 -3.4697
H 0.9822 0.4373 -3.5764
H 0.7500 2.8427 -1.6764
H 1.3248 3.0135 -3.3157
H 2.2410 2.0187 -2.1879
O -2.3935 1.3842 -0.1289
N -1.7405 2.1614 -0.9359
*
```

Results
- strongest force on any atom (eV Å⁻¹) = 1.15
- molar mass (g mol⁻¹) = 456.36
- energy relative to the best compared isomer or geometry (same formula, charge and spin) (kJ/mol) = 243.9
- gap between HOMO and LUMO (eV) = 7.053
- LUMO (eV) = -4.4
- HOMO level (eV) = -11.49

Atom charges from the Mulliken analysis, given in e for atoms 1 to 6: number 1, Ti, carries -0.31; number 2, C, carries -1.75; number 3, C, carries 0.31; number 4, N, carries 1.49; number 5, N, carries -1.43; number 6, C, carries 0.61